A molecular structure, C50H47N4O3PS4Zr, computed with the ωB97M-V functional and the def2-TZVPD basis.

Last column: Löwdin charge in e.
Cartesian coordinates (Å):
H: -1.961 -3.534 1.274  0.08
C: -1.515 3.611 3.739  -0.01
H: 0.543 -4.173 -2.029  0.11
C: 5.290 0.469 -0.157  -0.07
O: 1.405 0.559 2.225  -0.24
H: 4.515 3.034 -5.231  0.10
H: -0.379 -3.975 5.744  0.07
C: 3.624 -3.028 -2.539  -0.08
C: -1.764 -6.213 -6.305  -0.74
C: 2.064 1.265 1.427  -0.33
H: -4.719 5.010 -0.120  0.10
H: -0.374 -5.346 1.755  0.07
C: 5.758 0.872 2.181  -0.07
H: -1.970 -1.991 5.568  0.09
C: -2.940 -3.847 -3.669  -0.09
N: -0.654 2.435 1.811  -0.12
C: -2.138 1.161 3.169  -0.10
C: 2.934 -3.102 -3.740  -0.09
C: 0.099 3.798 0.191  -1.10
C: 6.194 0.547 0.895  -0.07
C: -1.427 -5.477 2.013  -0.09
H: -3.912 -3.759 -4.141  0.10
H: 3.722 5.452 -1.780  0.10
C: -3.384 7.965 -1.096  -0.09
C: -2.110 7.814 -0.556  -0.05
C: -0.096 -0.886 -0.960  -0.26
H: -2.805 -6.331 -8.147  0.09
N: -1.540 -3.351 3.296  0.02
H: 2.931 3.461 -0.572  0.08
H: -0.388 -6.055 -3.354  0.11
C: -0.373 6.504 0.709  -0.41
H: -4.757 -1.652 3.721  0.11
C: 4.172 4.371 -3.589  -0.09
H: -0.708 -0.948 6.158  0.12
H: -3.163 -4.234 2.359  0.12
C: 3.589 -1.860 -1.780  -0.08
C: 2.149 -0.852 -3.416  -0.13
N: -0.113 3.669 1.462  -0.07
C: 2.187 -2.011 -4.175  -0.08
C: 3.937 0.717 0.069  -0.29
O: -1.921 0.384 0.912  -0.28
H: -2.986 -1.883 -2.782  0.12
H: 0.365 -0.974 4.113  0.11
C: -2.093 -4.122 2.176  -0.26
N: -0.396 -1.618 4.241  0.02
P: 2.595 0.738 -1.214  1.08
C: -0.885 -1.861 5.595  -0.24
C: -0.589 -1.793 -1.609  -0.13
C: -2.200 -5.018 -3.835  -0.55
H: 1.615 -2.078 -5.093  0.11
H: -1.781 3.365 4.763  0.06
C: -2.287 -7.020 -7.474  -0.08
H: -3.636 8.867 -1.641  0.10
H: 3.723 1.041 -4.025  0.09
C: 3.728 4.486 -2.274  -0.09
C: -2.721 5.660 0.302  -0.04
H: 1.528 -0.021 -3.738  0.12
C: -0.956 -5.141 -3.229  -0.09
H: -4.050 -0.216 5.637  0.10
C: -4.328 6.959 -0.940  -0.09
H: 7.249 0.362 0.714  0.11
H: 0.154 7.458 0.714  0.07
C: -1.764 6.664 0.148  -0.29
C: -1.153 -2.902 -2.334  -0.24
C: 3.514 1.034 1.367  -0.23
H: 6.472 0.931 2.995  0.10
C: 3.712 2.003 -3.530  -0.08
H: -0.376 6.095 1.715  0.06
C: -0.607 -2.403 3.169  -0.77
H: 4.071 1.385 3.414  0.12
C: -2.470 0.277 2.114  -0.34
H: -0.586 -3.156 7.302  0.08
H: -2.309 4.238 3.325  0.10
C: 3.263 2.113 -2.218  -0.35
H: -1.914 -6.036 1.209  0.08
C: 4.167 3.130 -4.209  -0.08
S: 0.263 -2.173 1.722  0.72
C: -4.007 -0.882 3.577  -0.09
C: -3.991 5.805 -0.240  -0.08
H: -1.456 -7.470 -8.015  0.08
H: 4.187 -3.882 -2.182  0.10
H: 4.114 -1.826 -0.833  0.10
H: 4.519 5.247 -4.126  0.10
H: -0.599 4.192 3.721  0.08
H: -2.443 1.586 5.257  0.10
C: -2.716 0.943 4.430  -0.05
H: -2.468 4.752 0.840  0.09
H: -5.320 7.072 -1.361  0.10
C: -2.425 -2.800 -2.916  -0.02
S: -0.219 2.643 -1.057  0.57
H: 0.875 -2.882 6.335  0.08
H: -2.043 -3.393 4.165  0.12
C: -0.435 -4.090 -2.489  -0.02
C: -3.623 -0.071 4.651  -0.11
C: -0.205 -3.041 6.283  -0.08
C: -1.357 2.386 2.890  -0.23
H: -1.496 -6.066 2.932  0.07
H: 5.634 0.230 -1.160  0.12
S: -2.840 -6.315 -4.858  1.00
C: 3.276 3.365 -1.597  -0.12
O: -0.756 -5.566 -6.351  0.04
H: -2.995 -7.784 -7.154  0.06
C: 4.416 1.118 2.421  -0.02
C: -3.443 -0.705 2.333  -0.01
C: 2.871 -0.753 -2.223  -0.38
H: -1.372 8.601 -0.686  0.11
Zr: 0.035 0.651 0.635  1.33
S: 0.699 5.410 -0.290  0.89
H: 2.963 -4.010 -4.333  0.10
H: -3.716 -1.327 1.486  0.12

The HOMO energy comes out at -7.24 eV. Its energy above the lowest of the compared OMol25 structures with the same formula, charge and spin is 0.00 kJ/mol. The energy comes out at -118627.0700 eV. Its net charge is 0. The spin multiplicity is 1. The calculation puts the HOMO-LUMO gap at 7.195 eV. As for the lowest unoccupied orbital energy: 0.0 eV.



A molecular structure, C50H48N9O3Si2W, computed with the ωB97M-V functional and the def2-TZVPD basis.

Last column: Löwdin charge in e.
Cartesian coordinates (Å):
N: -1.741 -0.173 -1.906  -0.05
H: -2.619 3.051 -2.982  0.03
H: -4.227 0.796 3.888  0.04
C: -3.210 -1.768 -1.009  -0.25
C: -5.673 -0.601 0.811  -0.14
H: 1.165 4.306 -3.902  0.12
H: 0.178 -4.873 -0.988  0.12
C: 0.037 4.262 -2.077  -0.02
H: -3.096 4.290 -1.796  0.03
H: -2.661 0.598 3.111  0.01
C: -2.930 -1.770 -3.405  -0.02
H: 10.456 -1.354 0.186  0.10
C: -3.201 3.880 1.181  -0.04
C: -0.829 0.245 -2.840  -0.45
H: -4.111 4.229 0.705  0.11
C: -6.000 2.933 -1.035  -0.18
N: 0.852 0.955 0.180  -0.04
C: 12.275 -3.056 0.138  -0.07
H: -0.121 -2.460 5.190  0.13
H: 0.552 2.965 0.609  0.06
C: 9.660 -2.085 0.148  -0.01
C: -1.555 -1.606 2.265  -0.22
H: -0.010 2.526 2.742  0.11
Si: -4.602 0.774 1.473  0.52
H: -5.280 -4.019 -2.446  0.11
C: 0.406 -0.802 3.925  -0.01
H: -6.302 3.470 -1.944  0.04
H: -2.437 -1.392 -4.286  0.11
C: -3.456 3.448 -2.398  -0.16
C: -0.673 3.454 -1.204  -0.16
H: 8.147 -0.590 0.167  0.11
C: 0.590 -3.895 -0.777  -0.01
H: -6.656 2.236 1.490  0.02
C: -3.895 -2.764 -3.506  -0.06
C: 3.205 0.291 0.255  -0.08
C: -0.329 -1.921 4.272  0.00
C: -5.820 2.038 2.155  -0.17
C: 1.293 2.208 0.489  -0.19
C: -2.510 4.672 2.065  -0.02
H: 4.645 1.863 0.644  0.11
C: -2.609 -1.264 -2.156  -0.26
O: 11.181 -3.964 0.097  -0.07
H: 12.258 -2.457 1.050  0.10
H: -2.863 5.669 2.304  0.12
O: -3.225 -3.064 1.508  0.09
C: -3.370 1.506 0.136  -0.39
H: -6.708 -0.400 1.112  0.05
H: -5.052 -0.165 -2.198  0.02
C: -0.274 -2.810 -0.649  -0.08
H: -6.233 1.583 3.065  0.04
H: 9.131 -5.420 0.003  0.13
N: 0.111 -1.574 -0.371  0.06
H: 12.271 -2.396 -0.732  0.10
N: 5.494 -0.833 0.241  0.18
H: -3.992 0.633 -3.368  0.04
W: -1.370 0.401 0.036  1.83
C: 7.288 -2.564 0.085  -0.16
C: -0.916 2.925 2.313  -0.14
C: -0.388 1.648 -2.542  -0.20
N: -0.872 -0.519 1.931  -0.03
C: 7.586 -3.929 0.034  -0.01
C: 3.756 -2.073 -0.145  -0.17
H: 0.705 1.844 -4.338  0.13
H: -4.157 -3.157 -4.482  0.11
C: 1.438 -1.353 -0.223  -0.15
C: 3.599 1.603 0.531  -0.02
C: 2.378 -2.399 -0.335  -0.07
H: -1.943 -3.203 3.586  0.14
C: -4.174 -2.763 -1.111  -0.03
H: 0.696 0.704 2.447  0.09
C: -2.593 -2.052 1.292  -0.51
N: 4.848 -2.908 -0.190  0.19
H: 0.145 5.315 -1.855  0.12
H: -6.768 2.177 -0.832  0.04
C: 2.601 2.562 0.662  -0.05
C: 1.936 -3.691 -0.613  0.03
H: -1.326 -2.987 -0.793  0.11
C: 0.112 -0.142 2.752  -0.10
N: -2.641 -1.251 0.196  -0.06
O: -0.462 -0.335 -3.829  0.12
C: -1.352 4.173 2.668  -0.03
C: -3.708 0.297 3.063  -0.14
Si: -4.352 2.125 -1.417  0.49
H: -0.797 4.749 3.396  0.12
C: 9.938 -3.445 0.097  -0.28
N: -1.574 2.155 1.433  -0.04
H: -5.648 -0.674 -0.280  0.02
N: -0.872 2.162 -1.414  0.00
H: 13.172 -3.663 0.123  0.09
H: -5.677 1.153 -3.203  0.06
H: 2.666 -4.490 -0.690  0.13
H: 6.769 -4.639 -0.014  0.12
C: 8.890 -4.365 0.041  0.01
C: 4.124 -0.788 0.124  -0.13
C: -1.325 -2.330 3.411  0.03
C: 5.883 -2.131 0.048  -0.25
C: 0.586 3.704 -3.211  -0.01
H: -3.765 -0.783 3.252  0.04
H: 2.837 3.598 0.876  0.12
H: -5.382 -1.578 1.218  0.04
H: -1.108 3.879 -0.312  0.10
C: 0.355 2.359 -3.451  0.04
H: 6.103 -0.071 0.478  0.14
C: 1.837 -0.020 0.077  -0.14
H: -6.007 3.650 -0.211  0.02
H: -4.641 -3.168 -0.229  0.10
H: -5.373 2.996 2.449  0.03
H: 1.215 -0.438 4.547  0.12
H: -4.187 3.848 -3.112  0.05
C: 8.337 -1.659 0.140  -0.03
C: -4.520 -3.247 -2.368  -0.06
C: -4.798 0.801 -2.646  -0.15
C: -2.741 2.582 0.911  -0.46

The HOMO energy (alpha / beta) comes out at -7.64 / -9.70 eV. The energy comes out at -89763.7880 eV. Its net charge is +1. The spin multiplicity is 3. The calculation puts the HOMO-LUMO gap (alpha / beta) at 4.318 / 5.980 eV. As for the lowest unoccupied orbital energy (alpha / beta): -3.3 / -3.7 eV.



A molecular structure, C50H49N7O2STeTi, computed with the ωB97M-V functional and the def2-TZVPD basis.

Last column: Löwdin charge in e.
Cartesian coordinates (Å):
H: -4.488 0.554 -4.693  0.12
H: 3.395 -5.564 4.260  0.09
C: -4.087 -3.328 -2.542  -0.02
C: 1.885 -4.330 3.396  -0.25
C: -0.024 -1.431 -6.786  -0.03
C: -3.269 0.499 -6.468  -0.05
H: 4.122 -1.856 2.005  0.10
C: -3.014 2.504 0.582  -0.16
H: -4.724 3.534 -2.155  0.11
H: -2.953 0.459 3.818  0.08
C: 4.933 0.931 2.233  0.00
C: 1.158 2.849 2.823  -0.04
H: -2.575 -2.617 4.132  0.12
N: -2.564 0.157 0.504  -0.01
S: -1.348 2.101 -2.972  0.76
H: -4.081 -0.876 4.069  0.09
H: 0.291 2.322 2.439  0.01
C: -3.578 0.194 -5.155  -0.04
C: 3.327 3.396 -1.123  -0.06
O: -0.433 1.905 -0.290  -0.36
C: 2.269 4.273 -0.922  -0.06
H: 6.533 3.475 2.393  0.09
H: -3.930 1.125 -7.053  0.11
H: -1.593 -4.465 2.759  0.11
C: 1.272 -1.982 3.500  -0.29
C: -3.499 4.858 0.711  -0.05
Ti: -1.306 0.565 -1.163  0.86
H: 1.855 -0.154 4.467  0.09
H: 2.432 5.341 -0.978  0.11
C: 2.316 -5.589 4.093  -0.04
H: -4.362 -2.327 -4.424  0.13
C: 3.804 0.253 1.792  -0.26
C: -2.935 3.719 1.257  0.00
H: 1.507 1.420 -5.011  0.10
C: -4.133 4.794 -0.524  -0.06
C: -3.536 -0.307 3.318  -0.01
C: -2.379 1.315 1.208  -0.55
C: -3.023 -1.271 -3.161  -0.18
N: 0.753 0.332 -2.938  0.02
C: -4.219 3.586 -1.199  -0.07
C: 2.456 2.136 2.545  -0.28
H: 3.541 3.764 3.389  0.13
N: -2.430 -1.084 -1.926  0.06
N: -1.562 -1.079 -4.972  0.18
C: 1.475 0.074 -0.787  -0.39
H: -2.423 3.747 2.209  0.12
C: -3.674 2.437 -0.646  -0.08
H: 2.315 -0.576 -1.027  0.11
C: 6.120 2.908 3.230  -0.04
C: -2.364 -2.462 3.084  -0.04
C: 0.172 1.339 -3.485  -0.81
H: 3.229 -1.431 0.555  0.01
C: 3.623 2.778 2.944  0.00
C: 1.430 -3.101 -0.161  -0.05
C: 2.552 0.866 1.955  -0.27
C: 4.870 2.194 2.803  -0.25
H: 6.881 2.202 3.559  0.08
C: -2.114 -0.019 -7.029  -0.02
C: -3.895 -2.303 -3.451  -0.01
H: -4.563 5.685 -0.962  0.11
C: 1.593 -3.181 4.121  0.00
N: 0.758 1.926 -4.565  0.10
C: -3.427 -3.245 -1.356  -0.01
H: 0.771 -2.329 -0.554  0.04
N: -2.357 -1.034 1.190  -0.04
O: -1.724 1.408 2.243  -0.06
H: 0.176 2.499 -5.150  0.08
C: -1.274 -0.806 -6.245  -0.32
H: -3.445 5.795 1.248  0.11
C: -2.660 -2.112 -1.025  -0.17
C: 1.799 -4.276 2.012  -0.01
C: 0.967 -0.777 4.354  -0.05
H: -1.690 -4.221 0.296  0.12
H: -4.733 -4.164 -2.771  0.12
H: 1.613 -3.221 5.205  0.13
C: -1.900 -3.381 0.944  -0.06
C: 0.996 3.795 -0.658  0.00
C: -2.200 -2.144 0.346  -0.17
H: 0.648 -1.083 5.350  0.09
C: 4.034 -1.117 1.206  -0.03
H: 4.968 -1.131 0.644  0.10
H: -3.801 1.487 -1.159  0.10
C: 1.250 -1.944 2.095  -0.32
C: 3.109 2.028 -1.087  -0.02
C: -2.679 -0.589 -4.443  -0.30
H: 0.356 -0.886 -7.650  0.08
H: 0.175 -0.165 3.911  0.05
H: 2.090 -6.470 3.496  0.08
C: -1.870 -3.529 2.298  -0.06
H: 1.025 2.964 3.901  0.10
H: 1.082 -4.064 -0.530  0.09
C: 1.845 1.535 -0.812  -0.25
H: 5.915 3.609 4.037  0.08
H: 4.319 3.780 -1.320  0.11
Te: 0.727 -0.045 1.248  2.04
H: 0.154 4.462 -0.517  0.13
H: 5.897 0.446 2.119  0.13
H: -3.567 -4.006 -0.605  0.12
N: 0.335 -0.138 -1.677  -0.24
C: 1.473 -3.103 1.346  -0.31
C: 0.781 2.425 -0.591  -0.36
H: -0.235 -2.457 -7.094  0.09
C: -2.693 -1.262 2.527  -0.21
H: -1.866 0.179 -8.064  0.11
H: 1.991 -5.173 1.434  0.13
H: 0.730 -1.476 -6.000  0.08
H: 2.431 -2.948 -0.575  0.09
H: 1.171 3.846 2.383  0.09
H: 3.922 1.337 -1.276  0.13
H: -4.254 0.205 2.675  0.10
H: 1.836 -5.688 5.066  0.08

The HOMO energy (alpha / beta) comes out at -7.94 / -10.42 eV. Its energy above the lowest of the compared OMol25 structures with the same formula, charge and spin is 514.61 kJ/mol. The energy comes out at -108408.6491 eV. Its net charge is +1. The spin multiplicity is 2. The calculation puts the HOMO-LUMO gap (alpha / beta) at 4.941 / 7.402 eV. As for the lowest unoccupied orbital energy (alpha / beta): -3.0 / -3.0 eV.